The following is a DFT calculation (ωB97M-V/def2-TZVPD) of a cluster of 5 separate species, C29H63ClO4S in total in a non-equilibrium geometry.

## Properties
- SMILES = C=CC[C@]1(Cl)COS(=O)(=O)O1.CCCCCC.CCCCCC.CCCCCC.CCCCCC
- molecular weight (g mol⁻¹) = 543.339
- calculated total energy (eV) = -62639.3615
- strongest force on any atom (Eh/bohr) = 0.1382

Element x y z (Å)
Cl1 6.184 -2.928 2.508
S1 9.010 -1.613 2.047
O1 8.265 -0.488 2.685
O2 8.890 -2.950 3.064
O3 8.424 -2.282 0.632
O4 10.425 -1.093 1.932
C1 2.686 -3.744 1.019
C2 -0.907 -3.962 -0.097
C3 -0.842 -0.321 2.876
C4 -4.894 4.491 -1.913
C5 -5.706 5.756 -2.204
C6 0.477 -4.772 1.886
C7 -3.863 1.429 1.452
C8 -0.544 1.924 -4.673
C9 0.408 0.368 3.407
C10 8.124 -3.701 0.835
C11 -1.193 0.594 -5.068
C12 -2.297 3.463 -5.704
C13 -1.514 3.086 -4.454
C14 3.570 -4.929 1.383
C15 7.980 -5.186 3.160
C16 7.845 -3.759 2.436
C17 1.463 -3.601 1.925
C18 6.787 -5.316 4.242
C19 -2.235 0.060 -4.084
C20 -1.350 1.414 1.027
C21 -2.675 5.640 -1.404
C22 6.864 -4.494 5.395
C23 -0.092 -5.100 0.504
C24 -7.350 5.536 -0.267
C25 -2.519 2.079 1.754
C26 -3.743 4.668 -0.921
C27 -6.338 6.422 -0.981
C28 -1.098 -0.051 1.393
C29 -1.661 -0.247 -2.708
H1 -1.950 -0.659 1.069
H2 -0.939 3.959 -4.128
H3 -5.564 6.739 -0.275
H4 -3.274 3.691 -0.758
H5 -1.708 -0.024 3.476
H6 0.938 -2.676 1.663
H7 6.312 -4.724 6.351
H8 8.902 -4.408 0.412
H9 3.283 -2.828 1.098
H10 7.484 -3.542 5.264
H11 -8.155 5.240 -0.945
H12 3.040 -5.878 1.268
H13 -1.660 0.695 -6.053
H14 -3.895 0.391 1.791
H15 3.920 -4.851 2.415
H16 -3.075 6.649 -1.531
H17 -2.252 5.313 -2.358
H18 -2.347 2.085 2.834
H19 -0.737 -5.979 0.596
H20 -2.660 -0.861 -4.498
H21 0.172 2.203 -5.454
H22 -5.071 6.488 -2.714
H23 -2.440 -0.661 -2.061
H24 -6.846 7.335 -1.309
H25 -4.122 4.992 0.053
H26 -1.622 3.736 -6.519
H27 -7.797 6.075 0.572
H28 -0.352 -4.548 2.566
H29 -1.321 -4.264 -1.062
H30 -2.210 2.856 -3.640
H31 -4.074 1.450 0.380
H32 -4.490 4.115 -2.860
H33 -0.854 -0.981 -2.776
H34 -1.861 5.697 -0.677
H35 -0.238 -0.408 0.814
H36 -6.498 5.500 -2.917
H37 8.988 -5.280 3.685
H38 -5.561 3.707 -1.539
H39 0.564 0.109 4.457
H40 -2.935 2.643 -6.044
H41 -0.401 -0.154 -5.188
H42 -2.563 3.129 1.445
H43 -2.943 4.321 -5.500
H44 7.861 -6.067 2.447
H45 -6.885 4.632 0.132
H46 -0.729 -1.402 3.016
H47 2.380 -3.820 -0.029
H48 0.047 1.784 -3.761
H49 7.085 -3.985 0.444
H50 -1.272 0.651 -2.223
H51 0.960 -5.669 2.288
H52 -1.741 -3.692 0.557
H53 -0.297 -3.071 -0.264
H54 -3.067 0.764 -3.987
H55 -1.525 1.474 -0.053
H56 1.801 -3.471 2.959
H57 4.446 -4.959 0.730
H58 -0.442 1.997 1.216
H59 0.712 -5.380 -0.184
H60 1.294 0.054 2.848
H61 -4.665 1.968 1.964
H62 0.327 1.456 3.344
H63 5.943 -6.053 4.067

Quick look at the Mulliken charges, all values in e: -0.02, 1.13, -0.53, -0.32, -0.27, -0.59, -0.49, -1.02, -0.59, -0.48, -0.89, -0.86, -1.23, -0.91, -1.31, -0.11, -0.86, -1.40, 0.51, -1.12, -0.58, 0.07, 0.30, -0.23, -0.41, -0.08, -1.30, -0.58, -0.48, -1.13, -0.56, 0.58, -0.39, -0.31, -0.77, 0.27, 0.37, 0.23, -0.49, 0.42, -0.52, 0.28, 0.33, 0.34, 0.16, 0.29, 0.41, 0.34, 0.41, 0.24, 0.33, 0.14, 0.42, 0.38, 0.38, 0.42, 0.32, 0.40, 0.38, 0.46, 0.37, 0.38, 0.43, 0.43, -0.35, 0.20, 0.05, 0.33, 0.43, 0.31, 0.41, 0.32, 0.44, 0.39, 0.32, 0.38, 0.35, 0.40, 0.32, 0.23, 0.29, 0.29, 0.31, 0.28, -0.04, 0.33, 0.29, 0.16, 0.23, -0.40, 0.46, 0.20, 0.43, 0.26, 0.25, 0.38, 0.37, 0.30